21
Properties=species:S:1:pos:R:3:forces:R:3 method="wB97M-V/def2-TZVPD" orbital_gap_ev=11.45 total_charge=+1 relative_energy_kcal_mol=47.6 mol_weight_da=104.17 spin_multiplicity=1 e_lumo_ev=-3.87
C -1.0097 1.4700 0.7725 -1.370 0.228 0.233
C 0.9144 0.4645 2.0536 1.662 -3.046 -3.288
C 1.5906 -0.8249 -0.5825 -0.350 -2.071 2.242
C -0.2726 0.2483 -1.5999 -2.574 2.681 -0.556
C 0.1334 0.5983 0.8077 -0.491 -0.437 -2.149
N 0.3681 0.0018 -0.3267 2.859 -0.106 0.195
O -1.9387 -1.6883 -0.5060 0.587 -0.702 -1.009
H -1.9040 1.1286 0.2482 0.173 -0.777 0.190
H -0.7438 2.2895 0.1018 0.099 0.934 0.962
H -1.2688 1.5686 1.8117 -0.434 1.513 0.120
H 0.8719 -0.6248 2.1908 0.249 -0.035 0.503
H 0.4878 0.8864 2.8674 -1.100 1.748 2.282
H 1.9749 0.6671 1.8646 -0.241 0.310 0.374
H 2.3497 -0.3580 -1.2086 -0.304 0.296 0.080
H 2.0619 -1.2089 0.4175 -0.855 0.941 -1.938
H 1.1761 -1.7297 -1.0867 0.739 0.564 0.211
H 0.1704 1.0968 -2.1612 0.795 -0.776 0.316
H -0.2854 -0.6638 -2.1650 0.043 -0.063 -0.339
H -1.3270 0.7108 -1.5518 1.429 -1.480 0.391
H -1.1515 -2.2693 -0.4985 -0.668 0.189 0.359
H -2.1976 -1.7632 -1.4489 -0.249 0.090 0.822